## w
12
Properties=species:S:1:pos:R:3 method="wB97M-V/def2-TZVPD" e_lumo_ha=-0.1483 total_charge=+1
C 1.7695 0.4959 0.1005
C -0.2415 1.2305 -0.0083
C -0.1980 -1.3216 0.1334
N -0.9797 -0.0828 -0.3489
O 2.6655 1.2586 0.1046
S 1.6409 -1.1836 -0.1470
H -0.5160 1.6680 1.0699
H -0.1770 1.9373 -0.7902
H -0.3924 -1.4061 1.2025
H -0.4996 -2.3404 -0.1499
H -1.8920 -0.1891 0.2352
H -1.1797 -0.0668 -1.4017

***

## x
12
Properties=species:S:1:pos:R:3 method="wB97M-V/def2-TZVPD" e_lumo_ha=-0.1321 total_charge=+1
C 1.9304 1.4805 -1.9125
C -0.6101 0.1949 -1.1930
C 0.1546 -0.4841 -0.3561
N 0.4727 0.1059 0.9798
O 2.0971 1.5187 -0.7520
S 1.7114 1.4967 -3.3847
H -0.7901 -0.2013 -2.2684
H -0.9666 1.2191 -1.0511
H 0.6774 -1.4698 -0.5929
H 1.2893 0.6579 0.5633
H 0.4376 -0.6688 1.7145
H -0.3329 0.7779 1.2177

***

Which is the most stable structure? x is the most stable.

***

## w
13
Properties=species:S:1:pos:R:3 method="wB97M-V/def2-TZVPD" e_lumo_ha=0.0157 smiles=c1ncc2c(n1)CN2
C -1.9853 -0.6354 -0.0349
N -2.0803 0.7265 -0.1084
C -0.8238 1.4101 -0.0919
C 0.3133 0.7427 0.1690
C 0.1357 -0.5642 0.0279
N -0.9466 -1.3854 -0.1990
C 1.6208 -0.8511 -0.0346
N 1.6722 0.7033 -0.3153
H -2.9191 -1.2874 0.2748
H -0.7948 2.5434 -0.1899
H 1.6872 -1.4077 -0.9669
H 1.9105 -1.2306 0.9757
H 2.2100 1.2359 0.4932

***

## x
13
Properties=species:S:1:pos:R:3 method="wB97M-V/def2-TZVPD" e_lumo_ha=-0.0061
C -1.1883 0.6308 -0.6277
C 0.1952 -0.4975 1.1447
C 1.5717 -1.2171 0.8351
C 2.6786 -1.6485 0.7540
C -1.1437 1.2663 -1.9193
H -2.9684 1.4171 -0.3994
H 1.1439 0.4585 -0.5912
H 0.2564 0.3498 1.9484
H -0.6063 -1.2916 1.2512
H 3.6507 -2.1497 0.4767
N -2.2253 0.8299 0.1935
N -0.0915 -0.0566 -0.1692
N -1.2731 1.9085 -2.8969

***

## y
13
Properties=species:S:1:pos:R:3 method="wB97M-V/def2-TZVPD" e_lumo_ha=-0.0368
C -2.4516 0.0676 0.2807
C -1.3463 0.7148 -0.3199
C -0.0527 0.0631 -0.1539
C 1.3270 -1.4667 -0.0548
C 1.4168 0.5577 0.0831
H -2.5288 -1.0611 0.5845
H -3.4557 0.4151 0.6308
H -1.5457 1.9187 -0.5568
H 1.6099 -2.5323 -0.4556
H 2.9434 1.3445 0.1287
N -0.1151 -1.1638 -0.3762
N 2.2390 -0.6137 0.2994
N 1.9598 1.7562 -0.0901

***

Which is the most stable structure? w is the most stable.

***

## w
19
Properties=species:S:1:pos:R:3 method="wB97M-V/def2-TZVPD" e_lumo_ha=0.0340 smiles="C[C@@]1(N)C=CC[C@@H]1O"
C 1.1639 -0.9941 0.9273
C 0.5807 -0.2340 -0.1421
N 1.5178 0.5664 -0.7339
C -0.3247 -0.9568 -1.0757
C -1.5618 -0.9159 -0.5485
C -1.8585 0.2119 0.4519
C -0.4512 0.7640 0.5021
O -0.3727 1.8656 -0.4323
H 1.9669 -0.0925 1.2956
H 1.6388 -1.7528 0.4062
H 0.4340 -1.0274 1.8825
H 2.6381 0.3656 -0.5260
H 1.3213 0.6012 -1.6533
H -0.2359 -1.5862 -2.1450
H -2.4441 -1.2579 -1.0155
H -2.5090 0.9985 0.0903
H -1.9294 -0.2066 1.4211
H -0.0813 1.2005 1.3726
H 0.5071 2.4505 -0.0773

***

## x
19
Properties=species:S:1:pos:R:3 method="wB97M-V/def2-TZVPD" e_lumo_ha=0.0304
C -1.7129 0.5651 -0.9815
C -1.2570 -0.5939 -0.1257
C -0.3070 -1.5758 -0.6035
C 0.8872 -0.9785 -0.3193
O 2.1214 -1.1153 -0.8584
C 0.5715 0.0994 0.6152
C 1.1388 1.4723 0.3604
N 0.5348 -0.2180 2.0021
H -2.0667 1.4059 -0.3741
H -2.5526 0.2633 -1.6224
H -0.9123 0.9293 -1.6279
H -2.0554 -0.9442 0.5398
H -0.5049 -2.5703 -0.9984
H 2.0507 -1.6134 -1.6836
H 1.2721 1.6551 -0.7057
H 2.1114 1.5950 0.8486
H 0.4677 2.2389 0.7620
H 0.1051 0.5005 2.5737
H 0.1080 -1.1154 2.1986

***

## y
19
Properties=species:S:1:pos:R:3 method="wB97M-V/def2-TZVPD" e_lumo_ha="0.0018 / 0.0019"
C -1.0686 -0.8385 -0.5901
C 1.9142 1.5626 0.8968
C -1.3869 -1.8632 0.4830
C 0.8610 -0.4869 -0.2483
C 0.8551 0.8310 0.1305
C -0.4025 1.3625 -0.2251
O -0.6606 1.6747 -1.5236
N 1.5642 -1.5212 -0.1445
H -1.5730 1.9894 -1.6169
H 1.6017 -2.1230 -0.9637
H -1.0035 1.9459 0.4822
H -1.9399 -0.1899 -0.7089
H -0.8946 -1.2514 -1.5850
H 2.5035 0.8763 1.5069
H 2.5973 2.1120 0.2407
H 1.4500 2.2971 1.5652
H -0.6547 -2.6698 0.5098
H -2.3742 -2.3074 0.3169
H -1.3886 -1.4002 1.4739

***

## z
19
Properties=species:S:1:pos:R:3 method="wB97M-V/def2-TZVPD" e_lumo_ha=0.0310 smiles="C=CC(=C)N.CC=O"
C 0.7824 2.0046 -0.8639
C 1.0964 1.1087 0.0658
C 1.3045 -0.4022 -0.2210
C 2.1149 -1.0903 0.6021
N 1.0542 -0.8199 -1.5167
H 0.7923 3.0584 -0.6324
H 0.3334 1.7195 -1.8012
H 1.5265 1.4118 1.0112
H 2.5240 -0.6550 1.4963
H 2.4955 -2.0642 0.3372
H 1.2415 -1.7969 -1.6851
H 0.1621 -0.5178 -1.8850
C -2.5322 -0.5582 1.2080
C -1.7139 0.0207 0.0950
O -1.7469 -0.3418 -1.0558
H -3.4099 0.0682 1.3636
H -1.9487 -0.5700 2.1264
H -2.8609 -1.5636 0.9552
H -1.2151 0.9881 0.4003

***

Which is the most stable structure? z is the most stable.